# 1
Density functional theory data (ωB97M-V with the def2-TZVPD basis set) for a single C22H25ClO7 molecule.

Structure (XYZ):
```
55
Properties=species:S:1:pos:R:3:forces:R:3:lowdin_charge:R:1
H -0.050095 -1.536008 -2.575670 -0.0167 -0.0462 0.0056 0.12
C 0.379331 -1.960396 -1.665982 0.0663 -0.0252 -0.0076 -0.12
C -2.138043 -0.358116 0.666192 -0.0460 0.0507 0.0912 -0.14
H 2.121137 -0.921490 -3.458734 -0.0547 -0.0009 -0.1246 0.11
O -6.555894 1.251673 -0.655459 -0.2917 -0.1619 -0.2710 0.00
H -2.748796 2.814008 -1.812477 0.0161 -0.1240 -0.0434 0.10
C -1.649769 -2.558484 1.500273 0.0292 -0.0953 0.0332 -0.09
C 4.179420 -0.061253 -0.917481 -0.0914 -0.0852 -0.1296 -0.26
C -2.852374 0.972260 0.788453 0.2323 0.1782 -0.3440 -0.19
O -3.901242 0.925650 1.758685 0.1252 -0.0013 0.0383 -0.03
H 8.202004 3.132794 1.011812 0.0204 -0.0763 0.0481 0.12
H -3.753716 0.657094 -1.169496 0.0484 0.1441 0.1407 0.17
H 5.111076 1.434941 2.337581 -0.0018 0.0101 -0.0586 0.13
H 1.608704 -1.480683 0.739126 -0.0823 -0.0283 0.1206 0.11
C -2.311331 -1.351430 1.621095 0.0518 0.0649 0.0145 -0.04
H -4.141088 3.261519 0.391690 -0.0373 -0.1148 -0.0441 0.17
O -4.895661 3.122176 -1.481717 -0.1934 0.1887 -0.2620 0.00
H 3.740044 -0.411769 1.161882 0.0739 0.0286 0.1241 0.11
O -2.332616 2.138927 -1.256875 0.3486 0.2991 -0.0691 0.00
H -5.795059 0.510492 2.154269 0.1521 0.0005 -0.2128 0.17
C 5.317976 1.806626 1.323138 -0.1788 -0.2872 -0.0737 -0.14
C -5.709298 1.745394 0.348254 0.5258 0.1869 0.1833 -0.23
C -4.514126 2.488405 -0.291356 0.2144 -0.5009 0.3259 -0.27
H 4.301633 0.145432 -3.035271 0.0781 0.0572 -0.1063 0.12
H -2.947325 -1.168683 2.475332 -0.0444 -0.0034 0.0698 0.12
H -2.142287 1.714448 1.176979 -0.1371 -0.0606 -0.1224 0.18
C 1.701515 -1.282242 -1.389759 -0.0158 -0.0268 0.1002 -0.22
O 6.223072 2.883960 1.377775 -0.0543 0.2722 -0.1032 -0.12
H -1.783292 -3.331611 2.242388 0.0141 -0.0669 0.0211 0.11
C 2.476811 -0.813689 -2.444480 0.1070 0.0279 0.1067 -0.03
H 5.960617 -0.266688 0.999803 -0.0225 0.0953 -0.1077 0.15
C -1.272475 -0.587053 -0.393750 -0.0952 -0.0268 0.1754 0.04
C 7.519008 2.335601 1.303604 0.2750 -0.2248 0.0183 -0.20
H 7.821626 1.938814 2.286065 0.0112 0.0842 -0.0679 0.12
H -5.679864 2.648361 -1.807769 0.1705 0.0081 0.0114 0.10
C 3.697796 -0.215540 -2.218151 0.1442 0.0676 0.1344 0.00
C 3.408990 -0.522323 0.141939 0.3189 0.1416 0.0825 0.00
C -3.369134 1.495584 -0.564259 -0.6559 0.1117 0.2018 -0.28
H -6.296772 2.453488 0.941082 0.1074 -0.1333 -0.0051 0.16
H 4.391254 2.168745 0.874401 0.0071 -0.1125 0.0528 0.13
C -5.164797 0.615116 1.257390 -0.6718 0.2556 0.5246 -0.34
O 5.398028 0.542049 -0.805378 -0.1422 -0.0128 -0.3878 -0.02
H 7.504360 1.592687 -0.734062 0.0084 -0.0176 0.0222 0.12
H -1.113061 0.194292 -1.120905 0.0417 0.0724 -0.1440 0.13
C 5.980369 0.693740 0.467976 0.0784 0.1128 0.5249 -0.29
H 8.163271 0.426917 0.433732 0.0208 -0.0284 -0.0396 0.12
O -5.183414 -0.568183 0.506189 0.0258 -0.1256 -0.1604 0.03
C 2.187801 -1.129752 -0.100628 -0.0573 -0.0046 -0.2551 -0.02
H -4.728385 -1.260833 0.999784 -0.0332 -0.0250 -0.0377 0.11
C -0.796934 -2.772335 0.430137 -0.1230 0.2337 -0.0383 -0.61
H -6.305758 0.331787 -0.821487 -0.0316 0.0044 -0.0098 0.10
C 7.417480 1.203094 0.280462 -0.1754 0.1280 0.1040 -0.08
H 0.559724 -3.022541 -1.842657 -0.0912 0.0504 -0.0911 0.09
C -0.588040 -1.786955 -0.532423 -0.0622 -0.2826 0.0094 -0.24
Cl 0.025587 -4.296024 0.330655 0.0940 -0.1757 0.0317 0.71
```
Forces are in eV/Å.

Output
SMILES string: O[C@H]1[C@@H](O)[C@@H](O)O[C@@H](c2ccc(Cl)c(Cc3ccc(O[C@H]4CCOC4)cc3)c2)[C@@H]1O
Charge: 0
HOMO level: -8.3362 eV
LUMO energy: 0.532 eV


# 2
Density functional theory data (ωB97M-V with the def2-TZVPD basis set) for 2 unconnected molecules or ions with the total composition CH2NOS2.

Structure (XYZ):
```
7
Properties=species:S:1:pos:R:3:forces:R:3:lowdin_charge:R:1
S 1.162296 -0.796059 -0.133795 0.4545 0.5289 0.0682 0.00
H -0.767379 -1.529795 -1.101572 0.0873 -0.2854 0.1638 -0.06
O -0.043960 2.399548 -0.741693 0.3536 -0.7724 1.0711 0.02
S 0.011906 2.217902 1.943568 0.1504 -0.3295 0.8082 0.64
H -0.079191 -2.691566 -0.162939 -0.2602 0.2015 -0.1758 -0.06
C 0.070520 2.110748 0.384943 -0.4553 0.8850 -1.9141 -0.97
N -0.354191 -1.710778 -0.188512 -0.3304 -0.2282 -0.0214 -0.58
```
Forces are in eV/Å.

Output
Charge: -1
HOMO level: -1.8929 eV
LUMO energy: 3.250 eV


# 3
Density functional theory data (ωB97M-V with the def2-TZVPD basis set) for 2 unconnected molecules or ions with the total composition CH3O3S2.

Structure (XYZ):
```
9
Properties=species:S:1:pos:R:3:forces:R:3:lowdin_charge:R:1
H 1.565851 1.779522 -0.198685 -1.6858 2.3327 -2.1340 -0.07
O -3.034194 -0.430529 -1.533900 -2.3475 1.7576 -2.3054 -0.44
S 2.442729 1.588414 1.909832 -0.1189 -0.6600 -0.6592 0.45
O -2.927250 -1.010540 0.870814 -1.5490 0.2989 1.7956 -0.45
O -1.895781 -2.435553 -0.817715 -0.3176 0.2397 0.1557 -0.49
H 1.290422 -0.025621 0.275121 1.4659 2.6317 -0.0088 0.09
C 1.974746 0.974951 0.238235 2.1356 -5.0702 1.8494 -0.55
S -2.389896 -1.079477 -0.455984 4.2788 -2.2720 0.3547 0.38
H 2.973373 0.638833 -0.287720 -1.8614 0.7415 0.9521 0.06
```
Forces are in eV/Å.

Output
Charge: -1
HOMO level (spin up / spin down): -5.0197 / -2.8726 eV
LUMO energy (spin up / spin down): 2.962 / 0.436 eV


# 4
Density functional theory data (ωB97M-V with the def2-TZVPD basis set) for 2 unconnected molecules or ions with the total composition C4H12.

Structure (XYZ):
```
16
Properties=species:S:1:pos:R:3:forces:R:3:lowdin_charge:R:1
H -0.591119 -3.428403 -0.732755 -0.3456 -0.4349 0.1541 0.06
H -1.178392 -0.616637 -0.455907 -0.6067 0.3574 -0.4211 0.05
H 0.088380 -1.394650 -1.388269 -0.1526 -0.0845 -0.0857 0.07
H 1.276481 2.909940 -0.877327 -0.3090 0.2046 0.2292 0.06
H 1.759792 1.316644 -0.637482 -0.4651 -0.5911 -0.2121 0.06
H 0.016150 1.716795 -1.101295 0.2546 -0.4084 -0.2128 0.06
H 1.369075 2.325179 1.571207 -0.0369 -0.5459 0.3380 0.06
C -1.008581 -2.724370 -0.012979 1.1631 -0.1870 -0.3008 -0.16
H -0.027993 1.139694 1.288047 0.3731 -0.1900 0.3970 0.04
C 0.888578 1.958711 -0.498558 0.4931 0.5610 0.2625 -0.18
H 0.283898 -0.890393 0.260406 0.2376 -0.6673 0.2486 0.05
H -2.089317 -2.780977 -0.045013 -0.1358 0.1494 -0.0782 0.06
C 0.500606 2.035648 0.982766 -0.1794 1.0417 -0.8607 -0.17
H -0.668532 -3.056172 0.967249 -0.0944 0.0978 0.0729 0.06
C -0.416211 -1.373261 -0.424615 -0.0669 0.7281 0.3953 -0.18
H -0.202815 2.862252 1.104523 -0.1292 -0.0307 0.0739 0.06
```
Forces are in eV/Å.

Output
SMILES string: CC.CC
Charge: 0
HOMO level: -11.6370 eV
LUMO energy: 1.157 eV


# 5
Density functional theory data (ωB97M-V with the def2-TZVPD basis set) for a molecular structure, C31H38N6O6PSScSe2Si.

Structure (XYZ):
```
87
Properties=species:S:1:pos:R:3:forces:R:3:lowdin_charge:R:1
H 0.100811 -5.057574 3.299885 -0.0026 0.0238 -0.0025 0.12
N 0.583600 4.594838 -0.493228 0.0381 -0.1253 0.3589 -0.36
C 2.191275 0.276473 1.337850 0.1282 0.0334 -0.1474 -0.59
C -2.496629 1.192578 3.477804 0.1347 -0.0315 0.0341 -0.06
C 2.542750 4.550710 0.978341 0.0024 -0.0712 0.0528 0.08
H 2.468813 -4.260800 2.931951 -0.0381 -0.0199 0.0058 0.12
C -5.815615 -1.106137 2.409356 -0.1155 -0.2223 0.0860 -0.19
O 5.315986 3.861701 3.052915 0.1100 -0.0416 0.0705 0.09
O 2.857976 -0.317661 2.183596 -0.0016 -0.0777 0.1148 0.04
H -0.672475 1.807136 4.488493 -0.0185 0.0108 0.0106 0.11
O 4.549873 5.734165 2.320882 0.0423 0.1622 -0.0174 0.09
C 0.868953 -0.667085 -4.418182 0.0369 0.0746 -0.1149 -0.40
H -1.387464 -0.602036 -6.940116 -0.0228 -0.0049 -0.0030 0.10
H -5.574955 -1.841462 1.642084 0.0011 0.0296 0.0199 0.00
C -5.103301 1.111154 0.413746 0.0837 0.0453 -0.2666 -0.17
P 1.044201 -0.475499 -2.617478 -0.0771 -0.0476 -0.0652 0.22
H 2.981376 -0.976318 -4.670784 0.0025 0.0014 0.0074 0.09
S -2.750201 -1.770868 0.761227 0.0833 0.3286 0.0793 0.61
Se 2.211952 -2.141416 -1.887030 -0.0218 0.0076 -0.1744 0.40
N 1.869360 -2.906728 1.399713 0.0825 0.3117 -0.1310 -0.03
C 0.323341 -4.100739 2.812110 -0.1166 -0.0312 0.0861 -0.20
C 1.944230 1.095476 -2.447004 0.1785 0.0854 0.0279 -0.39
C -0.363520 0.236019 3.083604 -0.1423 -0.0839 0.0325 -0.11
H -5.440581 1.493978 4.364344 -0.0280 0.0234 0.0230 0.04
Sc 0.014448 -1.774214 0.419915 -0.3703 -0.6514 -0.0243 0.61
H 0.231881 2.284387 -2.985473 0.0121 -0.0109 -0.0065 0.10
H -1.588734 -3.328762 -1.243133 0.1119 -0.0514 0.0112 0.06
H 1.775523 -4.993998 1.497201 -0.0276 0.0075 0.0032 0.11
H 2.245052 -2.135236 1.967653 0.0119 -0.0929 0.0024 0.07
H -5.562703 -1.533981 3.381854 -0.0357 -0.0372 0.0134 0.04
C 3.288115 3.523931 -2.220039 -0.0192 -0.0803 -0.1321 -0.07
H -1.022206 -5.814633 1.460437 0.0236 0.0119 -0.0064 0.12
H 3.784810 0.191981 -1.835293 0.0121 -0.0023 -0.0107 0.07
C 1.693834 -4.138875 2.170169 0.1723 0.0229 -0.0367 -0.21
H -2.230646 -4.707989 0.817563 0.0150 0.0166 -0.0274 0.11
H 2.644938 5.619193 0.866271 -0.0021 -0.0335 0.0124 0.14
H 2.552586 -3.006540 0.652909 -0.0637 -0.0500 0.0524 0.03
H -3.104784 1.926788 3.989609 -0.0491 0.0339 0.0119 0.09
C 0.720499 -0.894599 -7.188577 0.0323 -0.0001 0.0592 -0.08
C 3.327314 2.440345 1.890474 -0.0869 -0.1155 -0.0902 0.09
H 0.661938 -0.985057 -8.264996 0.0017 0.0033 -0.0207 0.10
H 3.804518 4.470225 -2.124186 0.0156 0.0250 0.0011 0.11
H 0.592970 1.957884 -0.062396 -0.0069 0.0300 0.0286 0.11
H -0.063836 -3.449665 -1.856084 -0.0212 -0.0075 0.0793 0.01
H -4.641287 0.420998 -0.295546 -0.0272 0.0476 0.0064 0.02
H -4.618182 2.083852 0.309622 0.0037 0.0149 -0.0540 0.04
C 1.389311 2.476529 0.455143 0.0556 -0.0395 0.2221 0.08
N -0.619484 -3.534599 -1.006801 -0.1218 0.0736 0.0346 -0.10
C 2.305770 1.772571 1.227130 -0.0075 0.0824 -0.0924 -0.08
C -0.478954 -4.858653 -0.394288 0.0629 0.0036 -0.1604 -0.23
C 3.280694 1.122643 -2.065996 -0.0118 -0.0022 0.1068 -0.10
N -0.895906 -0.606948 2.180659 0.2380 -0.2561 0.0189 -0.05
Si -4.914532 0.493375 2.149538 0.1164 -0.0001 0.0018 0.48
C 1.535014 3.845577 0.359112 -0.3644 0.1295 -0.1037 -0.12
H -0.906071 -5.652393 -1.015226 -0.0050 0.0019 0.0339 0.12
H -5.206863 2.762778 3.151568 0.0218 0.0137 0.0012 0.04
H 1.435683 4.423470 -2.834266 0.0611 -0.0559 -0.0800 0.11
C -1.127489 1.145540 3.765576 -0.0675 -0.0234 -0.0272 -0.05
H -6.155547 1.228991 0.148073 -0.0278 -0.0073 0.0027 0.04
C -5.616582 1.765621 3.321051 -0.0793 0.0579 0.1415 -0.19
H -1.256728 -0.399754 -4.482885 0.0159 0.0015 0.0133 0.06
N 4.521171 4.528309 2.428492 -0.2252 -0.1870 -0.0721 -0.35
H 0.589893 -5.062006 -0.302860 -0.0181 -0.0034 0.0093 0.10
H 0.301979 -3.325770 3.582841 0.0329 0.0063 -0.0278 0.13
C -3.080996 0.330920 2.566140 0.0538 0.1317 0.1175 -0.23
C 3.947528 2.335731 -1.940974 -0.0245 0.0040 -0.0188 -0.07
H 4.982204 2.349518 -1.623872 0.0191 -0.0069 0.0021 0.11
C -1.157287 -4.848242 0.962058 -0.0384 -0.0442 0.1222 -0.21
N -0.682072 -3.746159 1.810399 -0.0087 0.1912 0.0293 -0.15
C 2.024326 -0.883671 -5.170404 0.0199 0.0104 0.0450 -0.11
C -0.428632 -0.682074 -6.445842 0.0193 0.0021 0.0381 -0.08
C -0.356585 -0.565570 -5.061410 -0.0533 0.0135 -0.0056 -0.11
H -6.891927 -0.920420 2.393053 -0.0340 -0.0364 0.0005 0.03
H 4.036827 1.894919 2.495313 -0.0103 -0.0041 -0.0071 0.14
O 0.866914 5.741330 -0.768904 0.0008 0.1914 0.0306 0.08
O 1.371032 -0.258351 0.514286 0.1134 0.3502 0.4547 -0.24
H -1.489966 -3.313742 2.249074 0.0414 -0.0511 -0.0274 0.05
H 2.853369 -1.158807 -7.120274 0.0071 -0.0090 -0.0155 0.10
Se -0.926035 -0.275947 -1.708564 0.0446 -0.1051 -0.1320 0.41
H 0.699614 0.146307 3.260257 0.0381 0.0086 -0.0250 0.11
C 1.956622 3.498832 -2.619238 0.1378 -0.1276 -0.3711 -0.10
C 1.951019 -0.993912 -6.546779 -0.0433 0.0068 -0.0174 -0.08
H -6.697482 1.828832 3.178193 -0.0128 0.0135 -0.0030 0.03
C 3.419013 3.808492 1.743504 0.2554 0.2449 0.1350 -0.11
C 1.282121 2.292368 -2.717683 0.0458 -0.0534 -0.1848 -0.10
O -0.397212 4.005415 -0.885980 -0.1651 0.0430 0.0764 0.09
C -2.219526 -0.597002 1.938733 -0.1238 -0.0309 -0.2254 -0.71
```
Forces are in eV/Å.

Output
Charge: 0
HOMO level: -7.8971 eV
LUMO energy: -0.642 eV


# 6
Density functional theory data (ωB97M-V with the def2-TZVPD basis set) for a single C4H7NO2S molecule.

Structure (XYZ):
```
15
Properties=species:S:1:pos:R:3:forces:R:3:lowdin_charge:R:1
C -1.694261 0.705077 0.912100 -1.0501 -1.0721 2.1091 -0.20
C 0.839098 1.061135 0.252279 -1.0312 1.7470 0.7187 -0.85
H 2.426826 0.829104 1.404381 0.9311 -0.0730 0.4576 0.09
H -2.082434 1.715363 0.798760 0.1402 0.5608 0.0305 0.13
H -0.605716 -1.391799 -2.171235 0.2812 -0.0440 -0.2116 0.08
O -0.379742 -1.026768 -0.144726 -0.6267 1.4526 1.0973 -0.21
S 1.127159 2.639669 -0.233889 -0.1811 -1.1311 0.1503 0.61
C 0.092323 -1.617797 -1.365092 0.5256 -0.1384 1.6213 -0.06
O -2.292291 -0.087746 1.614159 0.9068 0.6860 -0.9182 0.08
H 1.161838 -1.274281 -1.550356 -1.2930 -0.6813 -0.1581 0.11
H -0.954680 1.000979 -0.880955 0.9622 -1.5855 0.8057 0.16
N 1.640330 0.359135 1.033652 -1.8629 -2.7655 -0.0625 0.10
H 1.254642 -0.616397 1.302990 1.3718 2.2359 -0.3167 0.17
C -0.527391 0.395545 0.040514 0.3317 -0.2123 -4.0468 -0.34
H -0.005699 -2.691220 -1.012583 0.5945 1.0209 -1.2766 0.11
```
Forces are in eV/Å.

Output
SMILES string: CO[C@@H](C=O)C(N)=S
Charge: 0
HOMO level: -8.7408 eV
LUMO energy: 0.245 eV


ΔE to the lowest compared entry with this formula, charge and spin? In order: 33.2; 101.2; 293.7; 33.3; 11.6; 262.2 kJ/mol.
Largest force on an atom? In order: 0.9; 2.2; 5.8; 1.4; 0.7; 4.1 eV/Å.